# 1
The following is a DFT calculation (ωB97M-V with the def2-TZVPD basis set) of one molecule with the formula C28H27N3O5.

XYZ file:
```
63
Properties=species:S:1:pos:R:3:forces:R:3
C -3.51636 -2.18916 1.67424 -0.1 0.0 0.0
C -2.65848 -1.65075 2.51939 0.4 0.0 0.1
C -1.35541 -2.28314 2.90014 -0.2 -0.5 0.1
O -0.29416 -1.48556 2.37393 0.2 0.2 0.1
C 0.79935 -2.13453 1.92689 0.1 -0.6 0.2
O 0.93947 -3.33208 2.06934 -0.1 0.1 0.0
C 1.73906 -1.22066 1.27706 0.4 0.4 -0.1
C 2.99942 -1.59349 0.96125 -0.4 -0.1 0.4
C 3.61428 -2.93047 1.21109 -0.1 -0.1 0.1
N 3.85031 -0.70099 0.35731 0.3 -0.1 -0.1
C 3.49131 0.56329 -0.02803 -0.4 0.5 0.1
C 4.55577 1.33973 -0.72714 0.1 0.1 0.0
C 2.24989 1.02656 0.24684 0.1 -0.4 0.3
C 1.86880 2.39182 -0.09885 0.4 0.3 -0.2
O 2.52835 3.17350 -0.75152 -0.2 0.0 0.0
O 0.65812 2.71971 0.40683 0.1 -0.1 0.2
C 0.19812 4.04073 0.13626 0.0 0.4 -0.3
C 0.74435 5.02144 1.13029 -0.1 -0.3 -0.1
C 1.36194 6.13859 0.80058 0.0 0.1 0.0
C 1.20936 0.16327 0.93623 -0.1 0.0 0.0
C -0.02442 0.02547 0.08767 -0.4 0.1 -0.1
C -1.27110 0.50320 0.40274 0.3 -0.2 -0.3
N -2.12798 0.10648 -0.56891 0.9 0.1 0.3
C -3.50349 0.31723 -0.65256 -0.9 0.0 -0.2
C -4.15895 1.20028 0.20076 0.2 -0.1 0.0
C -5.52790 1.36627 0.09752 -0.1 0.0 0.0
C -6.25237 0.66509 -0.85164 -0.1 0.0 0.0
C -5.59767 -0.20573 -1.70836 0.0 0.1 0.1
C -4.23168 -0.38199 -1.61287 0.2 0.0 0.1
N -1.49682 -0.60832 -1.50110 0.1 -0.4 -0.6
C -0.22109 -0.67020 -1.13653 -0.4 0.6 0.8
C 0.71069 -1.38091 -1.97057 -0.5 -0.8 -1.1
C 0.46278 -2.17119 -3.06584 0.0 0.5 0.7
C 1.72011 -2.62048 -3.52127 0.5 0.2 0.3
C 2.63880 -2.07408 -2.67844 0.0 -0.5 -0.7
O 2.03950 -1.32342 -1.73928 -0.2 0.3 0.2
H -4.44132 -1.70352 1.41274 -0.2 0.1 0.0
H -3.32876 -3.14347 1.21051 0.1 -0.2 -0.1
H -2.85141 -0.68772 2.97099 -0.2 0.2 0.0
H -1.26815 -3.29792 2.49764 -0.1 0.2 0.1
H -1.24723 -2.32345 3.99181 0.0 0.0 -0.2
H 3.62266 -3.50282 0.28318 0.0 -0.1 -0.1
H 3.03720 -3.49129 1.93770 0.1 0.0 -0.1
H 4.64063 -2.81751 1.55888 0.1 0.0 0.0
H 4.77258 -1.02859 0.11183 -0.2 0.1 0.1
H 4.28240 1.48109 -1.77134 0.0 0.0 -0.1
H 5.51421 0.82622 -0.67321 0.1 -0.1 0.0
H 4.64855 2.33390 -0.29723 0.1 0.0 0.0
H 0.48677 4.32684 -0.88027 -0.1 0.0 0.1
H -0.89274 3.98098 0.21304 0.1 0.0 0.0
H 0.61451 4.73490 2.16568 0.0 0.1 0.2
H 1.74328 6.81825 1.54342 0.0 0.1 0.2
H 1.51059 6.41748 -0.22903 0.0 0.0 -0.2
H 0.89012 0.66394 1.86079 0.0 -0.1 -0.1
H -1.57476 1.07457 1.25335 -0.1 0.1 0.2
H -3.60898 1.76156 0.93915 0.1 0.1 0.1
H -6.03152 2.05137 0.76346 0.0 0.1 0.1
H -7.32094 0.79931 -0.92473 -0.1 0.0 0.0
H -6.15640 -0.75270 -2.45299 0.0 -0.1 -0.1
H -3.70108 -1.05472 -2.26659 0.0 -0.1 -0.1
H -0.50081 -2.39006 -3.47448 -0.2 0.0 0.0
H 1.91456 -3.26043 -4.35766 0.1 -0.1 -0.2
H 3.70899 -2.13643 -2.64729 0.1 0.1 0.1
```
Positions in Å, forces in eV/Å.

Multiplicity: 1
E_tot: -44180.503 eV
Relative energy (zero: lowest compared OMol25 entry of this formula, charge and spin): 58.0 kcal per mole
Structure (SMILES): C=CCOC(=O)C1=C(C)NC(C)=C(C(=O)OCC=C)C1c1cn(-c2ccccc2)nc1-c1ccco1

# 2
The following is a DFT calculation (ωB97M-V with the def2-TZVPD basis set) of a 2-piece molecular cluster, C4H6O overall.

XYZ file:
```
11
Properties=species:S:1:pos:R:3:forces:R:3
C -1.36580 -1.56451 -0.22717 0.5 -0.5 -0.3
C -0.90056 -0.44072 0.26181 0.8 0.5 2.7
C -0.47410 0.90790 0.54292 0.0 0.6 0.7
C -0.36463 0.03828 1.55426 0.1 1.1 -0.5
H -1.15996 -2.48997 0.31293 -0.5 0.3 -0.1
H -1.71324 -1.58923 -1.22135 -0.4 -0.3 -1.0
H -0.32622 1.97369 0.18191 -0.4 -1.7 0.6
H -0.10482 -0.11381 2.64203 -0.3 0.2 -1.7
O 1.82517 0.51146 -1.20749 0.3 -0.2 -0.1
H 0.94390 0.12465 -1.19422 0.0 -0.1 -0.1
H 1.69880 1.45875 -1.24631 -0.1 0.2 -0.1
```
Positions in Å, forces in eV/Å.

Multiplicity: 1
E_tot: -6288.784 eV
Relative energy (zero: lowest compared OMol25 entry of this formula, charge and spin): 72.3 kcal per mole
Structure (SMILES): C=C1C=C1.O

# 3
The following is a DFT calculation (ωB97M-V with the def2-TZVPD basis set) of a 2-piece molecular cluster, C4H8 overall.

XYZ file:
```
12
Properties=species:S:1:pos:R:3:forces:R:3
C 1.92229 0.57443 -0.25808 1.7 -0.2 0.7
C 1.06391 -0.39912 -0.02558 1.0 2.2 -2.8
C 0.84708 1.22810 -0.92784 -2.7 -2.1 1.5
H 2.97864 0.82174 -0.22519 0.1 -0.3 0.0
H 1.21879 -1.29335 -0.62674 -0.3 -0.6 1.0
H 0.55182 1.06090 -1.96093 0.7 0.6 -0.1
H 0.04368 1.54329 -0.26998 0.1 0.6 -0.5
C -1.74543 -0.72809 0.85477 -0.1 0.7 0.3
H -2.14122 -1.36608 0.06023 0.6 0.0 0.0
H -2.61138 -0.48013 1.48208 0.5 0.1 0.1
H -1.22810 0.16589 0.48681 -1.0 -0.1 -0.4
H -0.90008 -1.12760 1.41044 -0.6 -0.8 0.2
```
Positions in Å, forces in eV/Å.

Multiplicity: 1
E_tot: -4272.541 eV
Relative energy (zero: lowest compared OMol25 entry of this formula, charge and spin): 107.3 kcal per mole
Structure (SMILES): C1=CC1.C

# 4
The following is a DFT calculation (ωB97M-V with the def2-TZVPD basis set) of a 12-piece molecular cluster, C60H114F18O30 overall.

XYZ file:
```
222
Properties=species:S:1:pos:R:3:forces:R:3
C 8.06848 -3.39234 5.79116 -0.4 1.6 0.5
C 7.50837 -1.95559 6.10222 1.9 -0.8 -0.3
O 6.94945 -1.39134 4.87575 -0.5 -1.0 -0.1
C 6.49330 -0.16173 4.85280 1.4 2.0 2.1
O 6.60608 0.65165 5.76650 -0.8 -1.6 -1.7
C 5.98681 0.31046 3.45866 -0.6 1.0 0.2
F 4.63742 0.44091 3.46043 0.6 -0.5 0.0
F 6.46774 1.55141 3.24354 0.1 -0.6 0.0
F 6.34603 -0.46683 2.44450 0.0 -0.1 0.2
H 8.91325 -3.40602 5.10249 -0.6 0.2 -0.8
H 7.19385 -3.98269 5.51801 0.6 -0.5 -0.1
H 8.61086 -3.73267 6.67326 -0.8 -0.2 0.5
H 8.35826 -1.34196 6.40096 -0.2 0.3 0.0
H 6.82182 -2.00896 6.94715 -0.4 0.3 -0.5
C -6.90312 1.06007 1.36194 -0.8 0.0 -0.3
C -8.24587 1.78434 1.55345 0.0 0.3 0.7
O -9.04984 1.73210 0.37617 -3.4 1.0 -2.0
C -10.33691 2.32929 0.39483 1.0 1.1 6.0
O -10.82406 2.89156 1.43069 2.2 -2.3 -4.4
C -11.24088 2.15470 -0.83213 1.6 2.3 0.3
F -11.90442 1.07107 -0.75542 -2.4 -2.1 0.9
F -12.01947 3.25503 -0.94383 -0.1 -0.8 0.3
F -10.55450 2.05816 -1.92726 1.6 0.3 -2.0
H -6.31049 1.45379 0.53618 -0.1 0.3 0.2
H -7.05714 0.00328 1.14383 -0.2 -0.1 0.1
H -6.33225 1.12754 2.28803 0.0 0.2 -0.1
H -8.12797 2.83762 1.80799 0.3 0.0 0.1
H -8.84575 1.32519 2.33921 0.2 -0.1 0.2
C 5.27579 4.75949 -1.20386 -1.0 -0.7 0.4
C 4.22945 5.49553 -0.30204 0.2 0.2 -1.3
O 3.80149 4.67145 0.80604 0.8 -0.9 0.0
C 2.91203 5.08956 1.70469 1.9 -0.3 -1.6
O 2.50036 6.19723 1.73584 -1.1 0.8 0.7
C 2.56452 3.94050 2.67340 -1.0 0.3 -0.9
F 2.46229 4.44010 3.87163 -0.4 0.4 1.3
F 1.33955 3.45195 2.28014 0.9 0.3 0.5
F 3.43166 2.95245 2.71852 0.1 -0.3 -0.4
H 4.96090 3.72085 -1.30459 -0.1 -0.2 0.2
H 6.32076 4.72432 -0.89576 -0.2 0.4 0.4
H 5.23314 5.08656 -2.24275 -0.1 0.6 0.2
H 3.33673 5.68627 -0.89767 -0.1 -0.1 -0.1
H 4.57915 6.49339 -0.03729 0.1 -0.2 0.7
C 2.44846 -5.30078 -1.41015 -1.4 0.2 -1.2
C 1.81217 -6.43980 -2.22347 0.0 1.2 1.0
O 2.80821 -7.08534 -3.00322 1.6 -1.3 0.2
C 3.13833 -6.73671 -4.23693 -2.1 0.9 0.3
O 2.37997 -6.15594 -4.94711 -0.1 0.6 -1.1
C 4.46855 -7.23059 -4.78941 1.2 -1.9 1.9
F 5.32563 -7.58375 -3.77327 -0.4 0.7 -0.4
F 4.23873 -8.40128 -5.41528 -0.1 0.6 -0.6
F 5.10678 -6.37813 -5.56494 -0.5 -0.1 -0.2
H 2.55637 -4.41118 -2.03067 0.6 -0.1 -0.2
H 3.37916 -5.54791 -0.89945 -0.4 0.0 0.2
H 1.56552 -5.04765 -0.82325 0.5 0.2 1.1
H 0.92794 -6.05295 -2.73000 0.4 -0.1 -0.8
H 1.37327 -7.11011 -1.48445 0.6 -0.8 -0.4
C -0.15592 5.65246 -0.71254 1.8 -3.1 0.6
C -1.29287 6.54799 -0.56343 -0.6 0.7 -0.8
O -1.50970 7.11598 0.73086 -0.2 -0.4 2.5
C -2.01921 6.28613 1.68283 -0.6 -2.8 -2.1
O -2.38763 5.12513 1.43802 0.9 3.1 1.1
C -2.01542 6.87080 3.13593 2.7 1.6 -1.8
F -0.66689 6.91408 3.46768 -1.3 -0.3 0.1
F -2.42519 8.14295 3.13606 -0.3 -0.1 0.1
F -2.66457 6.19641 4.01945 -0.6 -0.8 0.5
H 0.16039 5.49584 -1.74381 0.0 0.8 -0.2
H -0.32795 4.60522 -0.46399 -0.5 -0.1 0.6
H 0.70364 5.93644 -0.10541 0.1 0.4 -0.2
H -2.23355 6.07765 -0.84979 0.1 0.3 -0.5
H -0.92208 7.36154 -1.18691 -1.3 0.7 0.1
C 2.85106 3.09298 -8.01828 0.0 -0.6 1.2
C 1.89118 3.71250 -7.02585 -0.7 1.3 -2.1
O 1.58246 2.97556 -5.86976 0.9 -0.5 2.7
C 2.45792 3.00448 -4.81867 2.7 1.3 -1.9
O 3.62546 3.42594 -4.83597 -3.6 -1.0 0.1
C 1.89692 2.29498 -3.59328 -2.0 -2.4 2.0
F 1.95575 0.95423 -3.78221 0.3 0.1 -0.9
F 2.55278 2.44752 -2.43222 0.2 1.2 -0.8
F 0.57336 2.51799 -3.32613 1.3 0.8 -0.6
H 2.45530 2.07886 -8.07313 0.5 -0.3 -0.3
H 3.87338 3.09012 -7.64017 0.1 0.0 -0.5
H 2.67604 3.53482 -8.99921 0.5 0.2 0.2
H 1.00173 3.69696 -7.65572 -0.7 0.0 0.8
H 2.01913 4.76984 -6.79396 0.6 -0.1 0.3
C -0.98102 -3.21950 -3.74435 0.3 -0.4 -0.7
O -1.42322 -2.38672 -2.69148 -0.4 -0.3 -0.3
C -1.36599 -2.90573 -1.37830 0.2 -1.2 0.1
C -2.39394 -3.96556 -0.93174 0.0 0.6 -0.5
O -2.33672 -5.18824 -1.64911 0.8 0.4 -0.3
C -3.46474 -5.97883 -1.55403 -1.3 -1.1 1.1
C -3.82700 -6.60901 -0.14756 -0.1 1.2 0.2
O -4.14915 -5.55571 0.85125 1.4 -0.8 -1.9
C -4.62090 -5.96461 2.11504 0.2 -0.1 -0.6
H -1.72626 -3.84740 -4.23268 -0.7 0.2 0.4
H -0.19936 -3.94402 -3.51592 0.3 0.1 0.8
H -0.57259 -2.60894 -4.54964 0.0 0.4 0.1
H -1.48477 -2.06562 -0.69406 0.0 0.1 -0.1
H -0.36912 -3.32201 -1.23314 0.2 -0.1 0.1
H -3.37761 -3.51996 -1.07989 -0.3 0.0 0.3
H -2.22094 -4.21736 0.11457 -0.1 0.5 0.2
H -3.32834 -6.79374 -2.26496 0.2 -0.3 0.2
H -4.38360 -5.51731 -1.91570 0.0 0.8 0.0
H -3.04624 -7.30471 0.15988 0.5 0.4 0.5
H -4.68552 -7.26870 -0.27345 -0.4 0.2 -0.2
H -5.65029 -6.27704 1.93939 -0.2 -0.2 0.8
H -4.51039 -5.10562 2.77687 -0.5 0.1 -0.1
H -4.00727 -6.74218 2.56996 -0.1 -0.4 -0.1
C 3.83881 -1.15690 0.00795 1.6 0.2 0.5
O 2.65177 -1.61644 0.56378 0.2 0.0 0.6
C 1.61340 -1.66209 -0.35987 0.0 -2.7 0.0
C 1.11327 -0.40274 -0.86073 -1.6 1.0 0.9
O 0.21230 0.04159 0.20424 0.8 -0.7 -1.5
C 0.27555 1.42204 0.33324 0.0 0.3 0.1
C -0.96442 1.85774 0.99075 -0.8 0.9 0.3
O -2.01511 1.77140 0.02212 1.5 0.0 -0.8
C -3.31371 1.91391 0.47795 -0.2 -0.4 1.9
H 4.69938 -1.58713 0.52021 -0.2 -0.5 0.3
H 4.01631 -0.09852 0.19878 -0.4 0.4 -0.5
H 3.99791 -1.43063 -1.03506 -0.4 0.1 -0.3
H 0.78268 -2.16779 0.13233 0.0 0.1 0.2
H 1.88741 -2.35613 -1.15444 0.3 0.0 -0.5
H 0.50880 -0.58311 -1.74966 0.1 0.2 -0.3
H 1.90489 0.32421 -1.04231 -0.1 0.1 -0.1
H 0.30772 1.91005 -0.64088 0.5 0.2 -0.1
H 1.11648 1.62514 0.99632 0.3 0.6 -0.4
H -0.85567 2.87166 1.37578 -0.2 0.4 -0.3
H -1.00666 1.27408 1.91034 -1.1 -0.6 0.0
H -4.09693 2.12802 -0.24927 0.7 0.2 -0.5
H -3.32125 2.68730 1.24601 -0.4 0.1 0.0
H -3.56275 0.95574 0.93400 -0.6 -0.1 0.4
C 5.96002 -4.85531 3.10456 0.1 1.7 0.8
O 6.52007 -5.07531 1.88477 0.2 -1.1 -4.4
C 6.19240 -4.11982 0.81071 -0.4 0.9 2.2
C 6.55617 -4.53780 -0.59449 1.4 -1.5 2.2
O 5.81271 -3.84707 -1.50685 -1.2 0.9 0.2
C 6.03308 -4.20570 -2.82773 -0.5 0.9 -1.8
C 5.29833 -3.21912 -3.80048 -0.8 -0.6 -0.2
O 3.98815 -3.70180 -4.19644 0.5 0.9 0.8
C 3.30052 -2.77473 -5.06179 -0.7 -1.6 0.8
H 4.88373 -4.68342 3.09240 -0.3 -0.2 0.0
H 6.44822 -3.92391 3.39135 -0.3 0.4 1.2
H 6.23364 -5.65744 3.79000 -0.1 0.0 -0.1
H 6.67174 -3.18406 1.09825 0.5 0.2 -0.1
H 5.14474 -3.81897 0.81029 -0.5 -0.6 0.2
H 6.43001 -5.61986 -0.55817 -0.4 -0.4 -0.7
H 7.63177 -4.38360 -0.68073 0.3 0.1 -0.6
H 5.67219 -5.21279 -3.03658 0.1 -0.2 0.0
H 7.10068 -4.14100 -3.03782 0.2 -0.2 -0.2
H 5.80138 -3.07021 -4.75592 0.8 -0.1 0.2
H 5.16850 -2.23639 -3.34721 0.2 0.1 0.3
H 3.65970 -2.91191 -6.08173 0.1 0.5 0.0
H 3.19382 -1.74828 -4.71092 0.9 0.2 0.1
H 2.27121 -3.12460 -4.98278 -0.1 -0.2 -0.5
C 3.95898 -2.62748 5.84919 -0.8 0.0 -0.7
O 3.07656 -3.46927 5.06401 0.5 0.2 0.8
C 2.59938 -2.89937 3.85041 0.7 0.7 0.0
C 1.87167 -1.51552 3.91226 -0.9 -0.9 -0.4
O 0.67062 -1.49727 4.68467 0.7 -0.6 1.0
C -0.18344 -0.37823 4.60133 -0.1 -0.1 0.3
C 0.33026 0.88774 5.27912 -0.8 -0.4 0.1
O -0.81713 1.77144 5.47998 1.3 -1.7 -1.5
C -0.49286 3.10011 5.73763 0.3 0.0 0.1
H 4.52613 -3.14925 6.62003 -0.4 -0.8 -0.2
H 3.36456 -1.88745 6.38503 0.0 0.3 -0.1
H 4.71035 -2.16146 5.21172 -0.2 0.2 -0.2
H 2.18518 -3.71387 3.25615 -1.1 0.1 0.6
H 3.45304 -2.71538 3.19810 0.6 0.7 0.0
H 1.51614 -1.28332 2.90838 0.7 0.1 -0.5
H 2.61114 -0.77755 4.22322 -0.1 0.2 0.2
H -1.08877 -0.66821 5.13460 -0.2 -0.1 -0.3
H -0.38434 -0.15036 3.55453 -0.3 0.0 -0.2
H 1.14695 1.18478 4.62117 0.0 1.3 0.1
H 0.73857 0.64078 6.25911 0.1 0.0 0.1
H -1.42224 3.46460 6.17523 0.5 0.7 0.4
H -0.20203 3.70046 4.87559 -0.4 -0.1 -0.6
H 0.41358 3.11623 6.34277 -0.3 0.4 0.8
C -9.49148 3.97604 4.91886 0.1 0.0 -1.0
O -9.25829 4.27437 6.25468 -1.2 1.2 0.5
C -8.12746 3.88057 6.96737 -0.4 -2.1 -1.3
C -6.80645 4.26903 6.32188 -1.1 1.6 3.1
O -6.45430 3.69685 5.13592 -1.3 -0.8 -0.8
C -5.25253 4.19998 4.71454 1.7 0.6 -1.2
C -4.72736 3.69894 3.39355 -0.1 -0.8 -2.0
O -5.46372 3.93834 2.12849 -0.2 0.9 1.1
C -5.82335 5.31146 1.78622 -0.6 -0.9 0.9
H -10.52045 4.24377 4.67883 0.0 0.1 0.3
H -9.37561 2.93353 4.62244 0.2 -0.4 0.4
H -8.86182 4.56119 4.24862 0.2 0.1 -0.1
H -8.20321 2.79594 7.04442 0.3 -0.5 0.3
H -8.31320 4.29289 7.95914 0.7 0.2 0.0
H -6.05309 4.17758 7.10431 0.5 -0.6 0.1
H -6.97310 5.34556 6.35912 0.5 0.7 -1.3
H -4.48185 3.89786 5.42368 0.4 0.2 0.3
H -5.24987 5.28608 4.62240 -0.3 0.4 0.5
H -4.55245 2.62366 3.42915 -0.8 -0.3 -0.1
H -3.69963 3.99616 3.18495 0.0 0.9 0.6
H -6.90373 5.44689 1.83651 -0.4 -0.6 -0.2
H -5.53609 5.54722 0.76153 0.5 0.0 0.2
H -5.55095 6.05899 2.53126 1.0 0.0 -0.1
C 0.88884 -2.31854 -7.65324 -0.4 1.0 -0.5
O 0.72405 -1.61093 -8.87403 -1.1 0.5 -1.7
C 0.03054 -0.33370 -8.82725 -0.1 -0.4 1.5
C -1.36726 -0.23203 -8.16015 2.4 -1.9 0.9
O -1.07626 -0.11841 -6.73893 -1.0 0.0 -2.6
C -2.22297 0.13854 -6.01072 -0.1 1.3 2.2
C -1.59137 0.59861 -4.71972 -1.4 0.3 1.6
O -2.53907 1.18611 -3.82616 -1.3 -1.0 0.3
C -3.03649 0.29748 -2.74013 1.3 2.0 -0.3
H 1.75469 -2.96680 -7.78805 -0.1 0.1 0.1
H 0.00122 -2.91688 -7.44771 0.0 -0.1 0.2
H 1.02194 -1.56419 -6.87778 0.2 -0.3 0.5
H -0.16899 0.19154 -9.76129 1.1 -0.9 -0.7
H 0.72336 0.23520 -8.20722 -0.3 0.9 0.0
H -1.87901 -1.18875 -8.26459 -0.4 0.1 -0.5
H -1.89826 0.57386 -8.66679 -0.3 0.3 0.8
H -2.91059 -0.65609 -5.72114 0.1 -0.8 -0.8
H -2.84589 0.96492 -6.35300 0.1 0.1 -0.7
H -0.88139 1.39627 -4.93826 0.3 -0.4 0.1
H -1.21683 -0.29098 -4.21332 0.9 0.2 -0.1
H -3.83392 0.84369 -2.23630 -0.2 0.0 -0.4
H -2.20069 0.35026 -2.04244 -0.1 -0.9 0.3
H -3.35731 -0.71498 -2.98529 0.3 0.2 -0.5
```
Positions in Å, forces in eV/Å.

Multiplicity: 1
E_tot: -174392.846 eV
Relative energy (zero: lowest compared OMol25 entry of this formula, charge and spin): 73.6 kcal per mole
Structure (SMILES): CCOC(=O)C(F)(F)F.CCOC(=O)C(F)(F)F.CCOC(=O)C(F)(F)F.CCOC(=O)C(F)(F)F.CCOC(=O)C(F)(F)F.CCOC(=O)C(F)(F)F.COCCOCCOC.COCCOCCOC.COCCOCCOC.COCCOCCOC.COCCOCCOC.COCCOCCOC